Record 1
A structure of composition C4H11BrNO. Source: OMol25; level of theory: ωB97M-V with the def2-TZVPD basis set.

The net charge is +1. As for the spin multiplicity: 1. The frontier orbital gap is 11.0 eV. As for the energy relative to the best compared isomer or geometry (same formula, charge and spin): 51.9 kcal/mol.

Last column: Mulliken charge in e.
CARTESIAN COORDINATES (ANGSTROEM)
C  -1.57093  0.49813  -0.66955  -1.4570
C  0.40209  1.07533  0.72443  -0.8197
C  -0.96579  0.43285  0.68922  0.1364
C  1.58678  0.05911  -0.56148  -0.2820
N  1.16636  -1.33510  -0.49934  -0.2519
O  -0.87736  -0.98899  1.13302  -0.6610
Br  3.42674  0.17097  0.03718  -0.0546
H  -1.61168  -0.35960  -1.35536  0.3326
H  -1.03140  1.17101  -1.26492  0.3948
H  -2.58494  0.76913  -0.75586  0.4156
H  0.75210  1.08192  1.78938  0.3538
H  0.15876  2.15977  0.50146  0.3791
H  -1.56404  0.96326  1.39155  0.6318
H  1.45170  0.41889  -1.60497  0.3818
H  0.30511  -1.46483  0.15743  0.3510
H  0.65724  -1.69067  -1.36509  0.3876
H  1.87123  -1.96543  -0.19830  0.3860
H  -1.57196  -0.99576  1.85121  0.3757

---

Record 2
The molecule C9H17N3O4. Source: OMol25; level of theory: ωB97M-V with the def2-TZVPD basis set.

As for the spin multiplicity: 1. The frontier orbital gap is 9.8 eV. As for the energy relative to the best compared isomer or geometry (same formula, charge and spin): 16.0 kcal/mol. Its structure (SMILES) is CC(C)[C@H](NC(=O)[C@@H](N)CC(N)=O)C(=O)O.

Last column: Mulliken charge in e.
CARTESIAN COORDINATES (ANGSTROEM)
C  3.20366  0.12181  1.85593  -1.5247
C  2.55482  -0.59077  0.65252  0.5122
C  3.55564  -1.08117  -0.42062  -1.5076
C  1.31523  0.10291  0.00376  -0.0182
N  0.65199  -0.72785  -1.00961  0.0325
C  -0.59466  -1.21622  -0.96212  -0.1683
O  -1.16738  -1.53300  -2.00760  -0.7197
C  -1.42826  -1.49180  0.25620  0.5774
N  -0.92779  -1.32811  1.65919  -0.5427
C  -2.83151  -0.83644  0.14230  -1.2626
C  -2.83291  0.65397  0.28084  0.5796
N  -4.00717  1.27074  0.02417  -0.3938
O  -1.86182  1.22861  0.80169  -0.7449
C  1.42793  1.52805  -0.52790  0.2088
O  2.34552  1.79410  -1.27594  -0.6129
O  0.48594  2.32684  -0.17734  -0.4900
H  3.50966  1.14186  1.51121  0.2982
H  2.43749  0.25943  2.59552  0.3859
H  4.07881  -0.47784  2.12392  0.4341
H  2.06550  -1.52367  1.06356  0.1831
H  4.11192  -1.98179  -0.17938  0.4087
H  2.98727  -1.30976  -1.34002  0.3557
H  4.31531  -0.36485  -0.69729  0.3184
H  0.58362  0.06907  0.86342  0.6432
H  0.84686  -0.49830  -1.97522  0.3153
H  -1.69768  -2.58468  0.10290  0.2812
H  -1.67448  -1.50334  2.35308  0.2408
H  -0.15901  -1.99716  1.79593  0.2151
H  -3.54107  -1.26016  0.84394  0.4854
H  -3.19780  -1.03914  -0.87367  0.4771
H  -4.20909  2.19219  0.36575  0.2714
H  -4.85983  0.72710  -0.05895  0.2240
H  -0.25443  1.97322  0.37723  0.5371

---

Record 3
A structure of composition C30H28BBrCoN2O4S. Source: OMol25; level of theory: ωB97M-V with the def2-TZVPD basis set.

As for the spin multiplicity: 2. The frontier orbital gap (alpha / beta) is 7.0 / 7.7 eV. As for the energy relative to the best compared isomer or geometry (same formula, charge and spin): 11.1 kcal/mol.

Last column: Mulliken spin population.
CARTESIAN COORDINATES (ANGSTROEM)
Co  -1.57963  -2.33174  -0.74715  1.2638
C  -1.83263  -3.13853  2.29797  -0.0073
O  -1.72960  -2.03900  1.38341  0.0091
C  -1.82392  -0.76451  1.86647  -0.0228
C  -2.06764  -0.45405  3.18821  -0.0036
C  -2.15240  0.89076  3.53424  0.0011
Br  -2.50251  1.33329  5.33533  0.0002
C  -2.00299  1.89460  2.60611  -0.0008
C  -1.75060  1.56860  1.27030  -0.0028
C  -1.65149  0.23785  0.91807  0.0113
O  -1.39169  -0.15262  -0.39583  0.0385
C  -1.60455  2.68295  0.30763  -0.0014
N  -1.50606  3.92750  0.68235  0.0001
C  -1.41811  4.65008  -0.49948  -0.0002
C  -1.30709  6.02852  -0.69521  0.0001
C  -1.25352  6.49325  -1.99186  0.0000
C  -1.30444  5.61248  -3.08888  0.0000
C  -1.41349  4.24799  -2.91446  0.0000
C  -1.47161  3.79174  -1.59809  0.0001
N  -1.58228  2.52719  -1.05228  0.0006
H  -1.03615  -3.08266  3.03942  0.0016
H  -1.72201  -4.03326  1.69480  0.0027
H  -2.80959  -3.13417  2.77953  -0.0006
H  -2.19042  -1.22026  3.93813  0.0001
H  -2.07692  2.93773  2.87726  -0.0003
H  -0.41239  -0.22855  -0.51249  0.0025
H  -1.26886  6.70040  0.15254  0.0000
H  -1.17348  7.55677  -2.17636  0.0000
H  -1.25398  6.01638  -4.09202  0.0000
H  -1.44882  3.57038  -3.75797  0.0000
H  -1.70155  1.65444  -1.53535  0.0003
C  5.58352  0.78848  1.23797  -0.0001
C  5.83790  -0.03170  -0.03356  -0.0001
C  5.91144  0.91232  -1.24149  -0.0001
C  7.18984  -0.73179  0.10715  0.0000
C  4.68942  -1.02667  -0.22717  -0.0003
C  4.88020  -2.40692  -0.17918  -0.0002
C  3.83173  -3.32144  -0.33736  -0.0003
C  2.58261  -2.80147  -0.54456  0.0133
O  1.38202  -3.46786  -0.71304  0.0313
B  0.40207  -2.49879  -0.86022  -0.2383
O  1.02755  -1.20852  -0.80602  0.0046
C  2.37968  -1.43999  -0.59497  -0.0350
C  3.39240  -0.53137  -0.44317  0.0107
H  6.38688  1.51477  1.38552  0.0000
H  5.54313  0.13898  2.11526  0.0000
H  4.64060  1.33599  1.18070  0.0000
H  6.76580  1.58554  -1.13889  0.0000
H  5.01365  1.52674  -1.33288  0.0000
H  6.02824  0.34777  -2.16922  0.0000
H  7.97298  0.01915  0.22607  0.0000
H  7.42969  -1.32917  -0.77535  0.0000
H  7.22040  -1.38287  0.98353  0.0000
H  5.87138  -2.80378  -0.01487  0.0000
H  4.00035  -4.38890  -0.29778  -0.0002
H  3.18634  0.53080  -0.49127  0.0000
S  -2.97194  -3.63068  -1.84570  -0.0613
C  -4.52187  -3.11553  -1.14099  0.0019
C  -4.82077  -1.77351  -0.89384  -0.0125
C  -6.05753  -1.40079  -0.38324  0.0015
C  -7.02123  -2.36139  -0.11513  -0.0076
C  -6.73359  -3.69860  -0.35930  0.0029
C  -5.49604  -4.07547  -0.86180  -0.0041
H  -4.07691  -1.01548  -1.11790  0.0023
H  -6.27034  -0.35375  -0.20394  0.0001
H  -7.98767  -2.07147  0.27614  -0.0006
H  -7.47846  -4.45780  -0.15388  0.0004
H  -5.27304  -5.11840  -1.04998  -0.0001

---

Please write out number 1 again, unchanged.
A structure of composition C4H11BrNO. Source: OMol25; level of theory: ωB97M-V with the def2-TZVPD basis set.

The net charge is +1. As for the spin multiplicity: 1. The frontier orbital gap is 11.0 eV. As for the energy relative to the best compared isomer or geometry (same formula, charge and spin): 51.9 kcal/mol.

Last column: Mulliken charge in e.
CARTESIAN COORDINATES (ANGSTROEM)
C  -1.57093  0.49813  -0.66955  -1.4570
C  0.40209  1.07533  0.72443  -0.8197
C  -0.96579  0.43285  0.68922  0.1364
C  1.58678  0.05911  -0.56148  -0.2820
N  1.16636  -1.33510  -0.49934  -0.2519
O  -0.87736  -0.98899  1.13302  -0.6610
Br  3.42674  0.17097  0.03718  -0.0546
H  -1.61168  -0.35960  -1.35536  0.3326
H  -1.03140  1.17101  -1.26492  0.3948
H  -2.58494  0.76913  -0.75586  0.4156
H  0.75210  1.08192  1.78938  0.3538
H  0.15876  2.15977  0.50146  0.3791
H  -1.56404  0.96326  1.39155  0.6318
H  1.45170  0.41889  -1.60497  0.3818
H  0.30511  -1.46483  0.15743  0.3510
H  0.65724  -1.69067  -1.36509  0.3876
H  1.87123  -1.96543  -0.19830  0.3860
H  -1.57196  -0.99576  1.85121  0.3757

---

> Among the records above, which one has the highest energy relative to the best compared isomer or geometry (same formula, charge and spin)?

C4H11BrNO